The ion C16H24ClFNO3 with charge +1. Source: OMol25; level of theory: the ωB97M-V functional and the def2-TZVPD basis.

Values from the calculation:
SMILES: CCOCCCCC[n+]1ccc(C(=O)OCl)c(C[C@@H](C)F)c1
LUMO, eV: -4.71
Net charge: +1

Geometry as XYZ:
```
46
Properties=species:S:1:pos:R:3:forces:R:3
C -3.69085 3.69731 2.83295 0.5 0.6 -0.7
C -3.70622 3.78761 1.30079 -0.4 -0.3 0.0
O -2.56374 3.22301 0.65675 -0.1 0.2 0.3
C -1.32260 3.71272 1.14441 0.0 -0.3 -0.2
C -0.63970 2.62876 2.01548 0.5 0.7 -0.1
C 0.70046 2.13391 1.45468 -0.5 -0.8 -0.1
C 0.63440 1.69085 -0.01931 0.8 0.2 0.1
C 2.04241 1.20157 -0.44674 -0.7 0.4 -0.4
N 2.17428 -0.27958 -0.47776 0.4 1.0 0.5
C 3.11138 -0.84350 0.27868 0.5 0.2 0.4
C 3.27419 -2.19137 0.26186 0.3 -0.6 0.2
C 2.46075 -2.95936 -0.54400 0.3 -0.6 0.9
C 2.71664 -4.44256 -0.54735 -0.5 -1.5 -1.9
O 2.64376 -5.09026 -1.56580 0.4 1.0 1.4
O 3.10646 -5.08078 0.61905 -0.1 0.5 -0.3
Cl 1.92545 -4.92982 1.81851 0.0 0.2 0.1
C 1.46354 -2.37171 -1.31127 0.3 -1.3 -0.4
C 0.57072 -3.24308 -2.16483 -0.3 0.7 0.6
C -0.72295 -2.57410 -2.64988 -0.4 -2.2 -1.0
C -1.78624 -3.67315 -2.87310 -0.2 0.8 0.5
F -1.25249 -1.69521 -1.71893 0.4 0.4 0.1
C 1.37787 -1.01044 -1.24440 -1.0 0.3 -0.8
H -4.66840 3.99303 3.21519 0.0 -0.2 0.1
H -2.96092 4.41385 3.22200 -0.1 -0.2 0.2
H -3.40276 2.68990 3.13522 -0.3 0.1 0.1
H -3.83704 4.81228 0.92872 0.0 0.0 0.3
H -4.56621 3.20945 0.95127 0.2 0.0 -0.2
H -0.73039 3.96600 0.25758 0.1 -0.1 0.2
H -1.42639 4.65379 1.69333 -0.2 -0.1 0.0
H -1.33214 1.79302 2.12449 0.0 0.1 -0.1
H -0.45670 3.05460 3.00757 -0.1 -0.3 0.0
H 0.99890 1.23908 2.02305 0.0 0.2 0.1
H 1.51160 2.85586 1.59787 -0.2 0.1 -0.1
H -0.12353 0.92011 -0.18527 0.0 0.1 0.1
H 0.39612 2.52869 -0.67606 -0.1 -0.1 0.1
H 2.77314 1.59508 0.25684 0.1 -0.2 -0.1
H 2.30048 1.56970 -1.44217 0.0 -0.2 0.0
H 3.73049 -0.21558 0.90258 -0.1 0.2 -0.1
H 4.02707 -2.66310 0.87961 0.0 0.1 0.0
H 1.14997 -3.64639 -2.99867 -0.2 0.1 0.0
H 0.29091 -4.11120 -1.56148 0.1 0.1 0.0
H -0.57591 -2.12399 -3.63655 0.0 0.8 0.4
H -2.74784 -3.17562 -2.71609 0.0 -0.1 -0.4
H -1.74476 -4.09630 -3.87561 0.0 -0.1 0.1
H -1.73496 -4.44494 -2.10204 0.1 -0.1 -0.2
H 0.61170 -0.50816 -1.82117 0.2 0.3 0.2
```
Positions in Å, forces in eV/Å.